{
  "formula": "C5H10O2",
  "method": "wB97M-V/def2-TZVPD",
  "elements": ["C", "C", "O", "C", "C", "H", "H", "H", "H", "H", "H", "H", "H", "C", "O", "H", "H"],
  "positions_angstrom": [[-0.853307, -1.632502, -0.418793], [-0.069245, -0.860914, -1.172195], [-0.299518, 0.418513, -1.558397], [-0.542511, 1.482697, -0.620048], [-1.065881, 1.129147, 0.763681], [-0.541329, -2.637789, -0.155149], [-1.794394, -1.276959, -0.017839], [0.847878, -1.261610, -1.609802], [0.395448, 2.043124, -0.508707], [-1.252937, 2.136802, -1.134983], [-0.402420, 0.443495, 1.294261], [-1.111936, 2.054577, 1.349021], [-2.069668, 0.697134, 0.737299], [2.191542, -0.689592, 0.759504], [1.871546, 0.105115, 1.607201], [1.976059, -1.771426, 0.848037], [2.720673, -0.379808, -0.163098]],
  "forces_ev_per_a": [[0.115, 0.175, -0.065], [-0.089, -0.343, 0.220], [-0.068, -0.087, -0.026], [-0.069, 0.314, 0.188], [-0.031, -0.068, 0.024], [-0.027, 0.112, -0.206], [0.131, -0.085, -0.048], [-0.143, 0.052, 0.033], [-0.087, -0.160, -0.041], [0.101, -0.077, 0.082], [-0.129, 0.150, -0.087], [0.010, -0.097, -0.142], [0.094, 0.115, -0.030], [-0.046, 0.201, 0.245], [0.233, -0.359, -0.338], [0.041, 0.134, 0.084], [-0.035, 0.022, 0.105]],
  "smiles": "C=COCC.C=O",
  "energy_ev": -9439.782,
  "homo_energy_ev": -9.1
}